11
Properties=species:S:1:pos:R:3 method="wB97M-V/def2-TZVPD" smiles="O=C(O[N+](=O)[O-])c1coo1" relative_energy_kcal_mol=0.0 homo_lumo_gap_ev=9.8 e_lumo_ha=-0.0145 homo_ev=-10.20
O -0.997 -1.595 2.278
O -0.728 2.076 -2.754
O 1.502 -0.176 -0.817
O -1.469 -0.832 1.209
N -0.098 1.885 -1.795
C -0.166 -0.816 0.699
O -0.577 0.667 -1.039
O 0.773 2.444 -1.259
H 1.134 -1.990 2.184
C 0.363 -0.108 -0.454
C 0.264 -1.555 1.750